# 1
Here is a structure of composition C37H65BClN2NiO8P2S2 at a distorted geometry from the Open Molecules 2025 dataset. Energies are from wB97M-V/def2-TZVPD.

The geometry in XYZ format:
```
119
Properties=species:S:1:pos:R:3
Ni -0.41 0.85 -0.53
C -3.81 4.10 -2.59
C -2.53 3.85 -1.78
C -2.36 4.99 -0.78
C -1.34 3.88 -2.75
P -2.46 2.19 -0.92
C -3.25 1.13 -2.20
N -2.86 -0.24 -1.99
B -1.60 -0.71 -1.41
N -1.79 -2.17 -1.46
C -1.02 -3.33 -1.05
P 0.60 -3.03 -0.23
C 0.41 -4.25 1.20
C -0.05 -5.69 0.91
C 1.75 -4.30 1.94
C -0.66 -3.61 2.12
C 1.80 -3.73 -1.51
C 3.19 -3.18 -1.18
C 1.90 -5.25 -1.67
C 1.37 -3.15 -2.87
C -3.02 -2.48 -2.03
C -3.62 -3.70 -2.28
C -4.89 -3.71 -2.88
C -5.53 -2.53 -3.22
C -4.93 -1.29 -2.97
C -3.68 -1.28 -2.38
C -3.68 2.13 0.50
C -5.05 2.75 0.23
C -3.05 2.80 1.73
C -3.87 0.64 0.83
H -3.74 5.09 -3.06
H -4.71 4.10 -1.98
H -3.95 3.37 -3.40
H -2.20 5.93 -1.33
H -1.50 4.84 -0.12
H -3.25 5.13 -0.16
H -1.35 4.84 -3.28
H -1.38 3.08 -3.49
H -0.39 3.79 -2.22
H -2.95 1.49 -3.19
H -4.34 1.23 -2.14
H -0.88 -4.01 -1.91
H -1.64 -3.90 -0.35
H 0.73 -6.30 0.48
H -0.92 -5.71 0.24
H -0.36 -6.16 1.85
H 2.51 -4.80 1.35
H 1.64 -4.87 2.88
H 2.11 -3.30 2.19
H -1.65 -4.00 1.90
H -0.70 -2.53 2.03
H -0.43 -3.86 3.17
H 3.58 -3.60 -0.24
H 3.17 -2.09 -1.09
H 3.90 -3.44 -1.98
H 2.40 -5.71 -0.82
H 2.48 -5.47 -2.57
H 0.92 -5.71 -1.79
H 1.17 -2.08 -2.83
H 0.47 -3.64 -3.26
H 2.17 -3.31 -3.59
H -3.14 -4.63 -2.03
H -5.37 -4.66 -3.08
H -6.51 -2.56 -3.69
H -5.42 -0.37 -3.26
H -5.00 3.83 0.15
H -5.71 2.51 1.07
H -5.52 2.35 -0.67
H -2.90 3.87 1.60
H -2.08 2.37 1.97
H -3.72 2.65 2.59
H -4.46 0.12 0.07
H -4.42 0.57 1.78
H -2.92 0.11 0.95
C -0.71 1.88 5.34
C 0.02 1.43 4.08
C 0.09 -0.08 3.96
S 0.50 -0.71 2.33
O -0.54 -0.10 1.41
C 2.04 0.14 1.97
C 3.19 -0.24 2.91
C 3.99 0.99 3.33
H -0.72 2.97 5.39
H -0.23 1.50 6.24
H -1.75 1.53 5.33
H 1.02 1.86 4.06
H -0.48 1.83 3.20
H -0.88 -0.54 4.16
H 0.81 -0.52 4.66
H 1.82 1.21 1.96
H 2.23 -0.17 0.95
H 3.84 -0.95 2.39
H 2.84 -0.77 3.79
H 4.79 0.71 4.02
H 4.44 1.47 2.46
H 3.36 1.73 3.81
O 2.27 3.60 1.88
Cl 0.87 3.91 1.70
O 0.71 4.99 0.76
O 0.28 4.27 2.96
O 0.19 2.71 1.19
C 7.64 2.22 -0.64
C 6.21 1.93 -1.00
C 5.16 2.52 -0.30
C 3.84 2.25 -0.62
C 3.56 1.38 -1.67
C 4.59 0.78 -2.38
C 5.90 1.05 -2.04
S 1.89 0.95 -2.01
O 1.85 0.49 -3.38
O 1.04 2.11 -1.71
O 1.53 -0.08 -1.00
H 7.70 2.88 0.22
H 8.16 2.71 -1.47
H 8.19 1.31 -0.41
H 5.37 3.21 0.50
H 3.03 2.72 -0.08
H 4.35 0.11 -3.20
H 6.71 0.59 -2.60
```

Computed properties:
multiplicity = 3
gap between HOMO and LUMO (spin up / spin down) = 6.49 / 7.62 eV
HOMO (spin up / spin down) = -4.18 / -5.32 eV
total charge = -1

Mulliken population analysis, charges in e, atoms 1 to 99: 4.537 -1.920 2.510 -1.898 -1.699 0.209 -1.545 0.163 -0.407 0.291 -2.328 0.949 1.952 -1.798 -1.896 -0.897 2.256 -1.922 -1.986 -1.918 0.617 -0.690 -0.770 -0.841 -0.708 0.161 2.623 -2.078 -1.344 -2.010 0.562 0.279 0.290 0.571 0.212 0.227 0.592 0.291 0.219 0.375 0.288 0.792 0.979 0.368 0.198 0.521 0.270 0.568 0.172 0.327 -0.455 0.616 0.225 0.167 0.580 0.322 0.508 0.264 0.256 0.331 0.571 0.472 0.379 0.370 0.442 0.345 0.526 0.251 0.240 -0.163 0.631 0.230 0.694 0.091 -1.799 1.852 -1.493 0.655 -1.325 2.238 -0.726 -1.167 0.427 0.406 0.347 -0.186 -1.009 0.565 0.583 -1.238 -0.719 0.513 0.389 0.432 0.116 0.228 -0.700 2.248 -0.782

# 2
Here is a structure of composition C2H11OP4 at a distorted geometry from the Open Molecules 2025 dataset. Energies are from wB97M-V/def2-TZVPD.

The geometry in XYZ format:
```
18
Properties=species:S:1:pos:R:3
C 1.17 0.67 -2.56
C -0.11 1.50 -0.60
O -0.04 1.14 -1.91
P -0.99 0.69 2.63
P 1.30 -1.78 1.53
P -1.80 -1.89 0.15
P -0.27 -0.40 0.87
H 1.10 0.76 -3.57
H 1.39 -0.35 -2.24
H 1.88 1.40 -2.15
H -1.10 1.99 -0.37
H 0.70 2.07 -0.05
H -1.28 -0.38 3.37
H 0.18 0.91 3.20
H 1.33 -2.42 0.22
H 2.38 -0.85 1.26
H -0.97 -2.31 -0.98
H -2.38 -1.01 -0.87
```

Computed properties:
gap between HOMO and LUMO = 8.75 eV
HOMO = -13.15 eV
total charge = +1

Mulliken charges, unit e, in atom order: -0.573 -0.443 -0.272 -0.069 -0.031 -0.065 0.124 0.256 0.224 0.341 0.406 0.413 0.108 0.095 0.106 0.133 0.114 0.131

# 3
Here is a cluster of 2 separate species, C5H10O2 in total at a distorted geometry from the Open Molecules 2025 dataset. Energies are from wB97M-V/def2-TZVPD.

The geometry in XYZ format:
```
17
Properties=species:S:1:pos:R:3
C -1.30 -0.02 -1.96
C -0.21 -0.50 -1.35
C -0.12 -0.77 0.11
C 1.13 -0.33 0.74
C 1.15 -0.56 2.22
O 1.81 -1.44 2.70
H -1.44 0.36 -2.99
H -2.19 0.16 -1.40
H 0.76 -0.76 -1.92
H -0.36 -1.92 0.23
H -0.90 -0.42 0.65
H 1.41 0.71 0.50
H 1.81 -0.93 0.25
H 0.28 -0.13 2.74
O -0.42 2.26 0.20
H -0.07 2.14 -0.72
H -1.35 2.13 0.01
```

Computed properties:
gap between HOMO and LUMO = 10.52 eV
HOMO = -9.77 eV
total charge = 0
SMILES = C=CCCC=O.O

Mulliken charges, unit e, in atom order: -0.841 -0.175 -0.560 -0.287 -0.158 -0.470 0.244 0.343 0.192 0.341 0.397 0.284 0.368 0.326 -0.652 0.350 0.297

# 4
Here is a cluster of 2 separate species, C6H12O in total from the Open Molecules 2025 dataset. Energies are from wB97M-V/def2-TZVPD.

The geometry in XYZ format:
```
19
Properties=species:S:1:pos:R:3
C -2.30 1.10 -0.19
C -0.53 -1.41 1.08
C -0.42 -1.73 -0.36
O 0.48 -0.86 -1.04
C 1.39 -0.39 -0.06
C 1.92 0.97 -0.48
C 0.57 -0.41 1.24
H -3.22 1.23 -0.78
H -1.48 0.82 -0.85
H -2.07 2.04 0.32
H -2.46 0.32 0.56
H -0.01 -2.76 -0.29
H -1.36 -1.79 -0.91
H 2.23 -1.10 0.03
H 2.43 0.91 -1.45
H 2.63 1.36 0.26
H 1.09 1.68 -0.58
H -0.02 0.52 1.33
H 1.13 -0.50 2.17
```

Computed properties:
gap between HOMO and LUMO = 9.08 eV
HOMO = -8.93 eV
total charge = 0

Mulliken charges, unit e, in atom order: -0.999 -0.997 -0.081 -0.438 0.259 -1.358 -0.067 0.327 0.170 0.270 0.250 0.361 0.333 0.320 0.336 0.364 0.289 0.181 0.481

# 5
Here is a cluster of 6 separate species, C19H28O25S5 in total at a distorted geometry from the Open Molecules 2025 dataset. Energies are from wB97M-V/def2-TZVPD.

The geometry in XYZ format:
```
77
Properties=species:S:1:pos:R:3
C 5.34 0.42 3.12
O 4.58 -0.43 2.23
C 3.77 0.29 1.39
O 4.09 1.35 0.94
O 2.50 -0.22 1.02
O 1.63 -0.03 2.07
C 0.51 0.70 1.60
O 0.70 1.53 0.75
C -0.93 0.47 2.07
C -1.43 -0.85 2.42
C -2.82 -0.99 2.81
C -3.73 0.17 2.88
C -3.22 1.50 2.57
C -1.81 1.65 2.17
H 5.35 -0.08 4.13
H 6.41 0.50 2.78
H 4.91 1.44 3.27
H -0.78 -1.76 2.36
H -3.26 -1.98 3.06
H -4.81 0.03 3.16
H -3.87 2.40 2.62
H -1.43 2.66 1.94
O 3.90 -5.93 -2.28
S 3.40 -4.66 -2.68
O 2.58 -4.49 -3.83
O 4.64 -3.63 -2.76
C 4.41 -2.53 -1.88
C 3.54 -3.09 -0.77
O 2.65 -4.00 -1.42
H 3.88 -1.75 -2.44
H 5.35 -2.13 -1.51
H 2.99 -2.31 -0.24
H 4.14 -3.65 -0.05
O -5.15 1.48 0.17
S -4.61 0.28 -0.39
O -4.72 -0.98 0.26
O -3.07 0.55 -0.76
C -2.86 0.31 -2.15
C -4.19 0.61 -2.81
O -5.17 0.12 -1.89
H -2.58 -0.74 -2.28
H -2.06 0.94 -2.53
H -4.30 0.13 -3.78
H -4.34 1.69 -2.92
O -3.06 4.59 -1.70
S -2.26 5.71 -1.35
O -2.77 7.03 -1.29
O -0.94 5.69 -2.29
C 0.23 5.63 -1.47
C -0.20 4.91 -0.21
O -1.52 5.39 0.06
H 0.55 6.66 -1.25
H 1.03 5.11 -1.99
H 0.46 5.12 0.63
H -0.25 3.83 -0.37
O -2.20 3.96 6.11
S -3.20 4.17 5.12
O -2.97 3.94 3.74
O -3.78 5.67 5.31
C -5.19 5.61 5.54
C -5.43 4.27 6.21
O -4.53 3.37 5.56
H -5.69 5.67 4.57
H -5.50 6.45 6.16
H -6.45 3.93 6.11
H -5.16 4.31 7.27
O 3.31 -9.77 -6.83
S 4.48 -8.98 -6.70
O 5.67 -9.25 -7.45
O 4.86 -8.90 -5.14
C 4.89 -7.53 -4.72
C 3.91 -6.82 -5.63
O 4.08 -7.43 -6.91
H 5.91 -7.15 -4.86
H 4.62 -7.45 -3.67
H 4.09 -5.75 -5.69
H 2.88 -6.99 -5.31
```

Computed properties:
gap between HOMO and LUMO = 9.05 eV
HOMO = -9.23 eV
total charge = 0
SMILES = COC(=O)OOC(=O)c1ccccc1.O=S1(=O)OCCO1.O=S1(=O)OCCO1.O=S1(=O)OCCO1.O=S1(=O)OCCO1.O=S1(=O)OCCO1

Mulliken charges, unit e, in atom order: -0.642 -0.260 0.635 -0.436 -0.076 -0.362 0.209 -0.528 1.103 -0.468 -0.404 -0.936 -0.591 -0.148 0.259 0.265 0.308 0.364 0.330 0.343 0.630 0.373 -0.589 1.162 -0.542 -0.315 -0.372 0.031 -0.310 0.336 0.335 -0.020 0.272 -0.539 1.108 -0.527 -0.087 -0.368 -0.415 -0.345 0.282 0.332 0.323 0.267 -0.466 1.067 -0.568 -0.344 -0.378 -0.128 -0.257 0.292 0.313 0.402 0.094 -0.605 1.075 -0.408 -0.319 -0.333 -0.350 -0.326 0.270 0.318 0.326 0.294 -0.534 1.084 -0.537 -0.335 -0.179 -0.315 -0.346 0.282 0.289 0.311 0.322

# 6
Here is a cluster of 3 separate species, C13H21N2O8PS in total at a distorted geometry from the Open Molecules 2025 dataset. Energies are from wB97M-V/def2-TZVPD.

The geometry in XYZ format:
```
46
Properties=species:S:1:pos:R:3
O 2.69 -1.30 -2.06
C 2.39 -0.76 -3.14
O 2.83 -1.10 -4.25
C 1.48 0.43 -3.22
C 0.07 0.40 -3.41
N -0.75 1.39 -3.48
N -0.21 2.60 -3.41
C 1.09 2.74 -3.28
C 2.02 1.73 -3.15
P 3.82 1.98 -2.96
O 4.48 1.69 -4.41
O 4.45 0.99 -1.87
S 4.11 3.83 -2.48
H -0.38 -0.59 -3.50
H -0.81 3.41 -3.50
H 1.47 3.77 -3.26
H 4.00 0.93 -4.79
H 4.24 0.06 -2.12
O 0.25 3.51 0.36
C -0.37 2.61 0.83
O -1.30 1.98 0.07
C -2.02 0.81 0.48
C -3.17 1.17 1.41
C -0.18 2.19 2.26
H -1.34 0.08 0.91
H -2.42 0.37 -0.43
H -2.82 1.65 2.32
H -3.72 0.27 1.68
H -3.84 1.87 0.92
H -0.68 2.91 2.91
H 0.89 2.19 2.48
H -0.55 1.19 2.50
O -0.43 -1.60 4.96
C -0.57 -2.26 3.97
O -1.63 -2.03 3.18
C -1.85 -2.68 1.92
C -2.41 -4.08 2.09
C 0.39 -3.38 3.64
H -0.93 -2.66 1.32
H -2.57 -2.06 1.39
H -1.73 -4.72 2.65
H -2.59 -4.54 1.12
H -3.34 -4.04 2.65
H 0.17 -4.23 4.28
H 1.40 -3.03 3.83
H 0.36 -3.70 2.60
```

Computed properties:
gap between HOMO and LUMO = 7.27 eV
HOMO = -9.07 eV
total charge = 0

Mulliken charges, unit e, in atom order: -0.673 -0.269 -0.609 0.845 -0.271 -0.733 0.355 -0.317 0.269 0.850 -0.504 -0.471 -0.475 0.514 0.270 0.322 0.441 0.448 -0.573 0.786 -0.408 -0.381 -1.117 -0.788 0.375 0.359 0.295 0.353 0.375 0.263 0.310 0.143 -0.562 0.773 -0.358 -0.296 -1.238 -0.955 0.415 0.304 0.305 0.378 0.334 0.249 0.317 0.351

# 7
Here is a cluster of 2 separate species, C4H9NO3 in total at a distorted geometry from the Open Molecules 2025 dataset. Energies are from wB97M-V/def2-TZVPD.

The geometry in XYZ format:
```
17
Properties=species:S:1:pos:R:3
C 0.58 2.00 0.21
C -0.04 0.66 0.61
C -1.58 0.54 0.48
O -2.29 0.17 1.36
N 0.45 -0.39 -0.33
C 1.77 -0.69 -0.36
O 2.21 -1.40 -1.25
H 1.01 2.48 1.10
H -0.08 2.62 -0.42
H 1.32 1.87 -0.58
H 0.09 0.29 1.63
H -2.00 0.67 -0.54
H -0.19 -0.66 -1.06
H 2.42 -0.26 0.42
O -1.35 -2.99 -0.56
H -1.80 -2.13 -0.54
H -0.50 -2.79 -0.16
```

Computed properties:
gap between HOMO and LUMO = 10.61 eV
HOMO = -10.28 eV
total charge = 0
SMILES = C[C@@H](C=O)NC=O.O

Mulliken charges, unit e, in atom order: -1.229 0.295 -0.342 -0.444 -0.273 -0.037 -0.566 0.279 0.370 0.395 0.352 0.449 0.365 0.384 -0.633 0.290 0.347

# 8
Here is a cluster of 2 separate species, H9PSi3 in total at a distorted geometry from the Open Molecules 2025 dataset. Energies are from wB97M-V/def2-TZVPD.

The geometry in XYZ format:
```
13
Properties=species:S:1:pos:R:3
Si 1.49 -2.36 -0.70
Si -2.86 1.77 1.79
Si 0.97 0.83 -1.01
P -0.07 -0.92 -0.29
H 2.69 -2.01 0.09
H 1.54 -2.42 -2.23
H 0.97 -3.57 -0.08
H -3.94 2.32 2.62
H -2.92 0.44 1.56
H -1.45 2.10 2.00
H 2.39 0.72 -0.70
H 0.91 1.07 -2.40
H 0.29 2.01 -0.65
```

Computed properties:
gap between HOMO and LUMO (spin up / spin down) = 8.41 / 5.77 eV
HOMO (spin up / spin down) = -9.02 / -7.69 eV
total charge = 0

Mulliken charges, unit e, in atom order: 0.279 0.218 0.455 -0.088 -0.078 -0.055 -0.115 -0.066 -0.075 -0.071 -0.118 -0.117 -0.169

DFT total energy list, top to bottom, in Eh: -5632.6539, -1523.0746, -346.9149, -310.9172, -4612.4627, -1958.9696, -438.2537, -1215.0240